(1)
C34H68FN7PtSbSi4 | wB97M-V/def2-TZVPD

Results
Multiplicity: 3
Maximum force (eV/Å): 0.7
LUMO energy (alpha / beta) (eV): -1.51 / -2.83
HOMO energy (alpha / beta) (eV): -8.72 / -10.27
Charge: +1
⟨S²⟩: 2.053

Cartesian coordinates (Å):
Pt1 -0.11533 0.18517 -0.02933
C1 2.91343 -2.63009 -2.87219
Si1 2.70856 -0.87773 -2.21627
C2 1.11721 -0.08547 -2.81349
C3 4.15273 0.07530 -2.93400
N1 2.06163 0.05790 0.52390
C4 2.08855 -0.10386 1.97525
C5 3.06482 0.50963 2.75747
C6 3.10375 0.37435 4.13530
C7 2.14704 -0.38472 4.79007
C8 1.15388 -0.99419 4.04354
C9 1.13704 -0.85157 2.66943
F1 0.11970 -1.48603 2.03528
H1 3.88597 -2.72401 -3.35829
H2 2.15049 -2.84762 -3.62220
H3 2.84635 -3.39764 -2.10358
H4 0.76201 -0.57311 -3.72394
H5 1.25421 0.97449 -3.03220
H6 0.31012 -0.15481 -2.05524
H7 4.06216 0.02132 -4.02252
H8 5.10088 -0.38779 -2.65877
H9 4.19375 1.12468 -2.64954
H10 3.81887 1.11468 2.27889
H11 3.88793 0.86758 4.69262
H12 2.16581 -0.49539 5.86511
H13 0.37689 -1.58926 4.50320
C10 -0.47484 3.56460 1.42010
N2 0.25825 4.13795 0.30513
C11 -0.35092 5.26604 -0.38144
C12 1.30025 3.44865 -0.21842
N3 1.37017 2.17054 0.05148
C13 2.48541 1.37729 0.10175
C14 3.80922 1.71537 -0.06500
C15 4.94856 0.91652 0.09117
C16 5.05271 -0.49035 0.22379
C17 4.06491 -1.41207 0.09875
C18 2.65159 -1.10244 -0.24499
N4 1.63722 -2.11544 -0.15798
C19 1.71136 -3.32724 0.24993
N5 0.63251 -4.14564 -0.06585
C20 -0.31489 -3.60742 -1.01640
C21 -0.01352 -4.82893 1.04787
N6 2.74313 -3.96899 0.91214
C22 3.02516 -5.37816 0.69275
C23 3.34402 -3.44736 2.12487
N7 2.21733 4.14597 -0.96803
C24 2.59669 5.51450 -0.66780
C25 2.65499 3.62335 -2.24751
H14 -1.17134 4.31139 1.79289
H15 0.20959 3.28982 2.22258
H16 -1.02314 2.66467 1.12517
H17 -0.25058 6.19121 0.18979
H18 -1.41314 5.06708 -0.53331
H19 0.10595 5.40449 -1.35711
H20 3.99841 2.75655 -0.28650
H21 5.89076 1.45006 0.06498
H22 6.05732 -0.86989 0.37165
H23 4.33385 -2.45960 0.10826
H24 0.20867 -3.24104 -1.89593
H25 -0.88634 -2.77084 -0.59223
H26 -1.00068 -4.40327 -1.30725
H27 0.71854 -5.16217 1.77698
H28 -0.55796 -5.69979 0.68250
H29 -0.72055 -4.16231 1.55941
H30 2.52370 -5.72969 -0.20360
H31 2.71246 -5.99669 1.54110
H32 4.10321 -5.50766 0.57052
H33 3.21255 -2.37350 2.21022
H34 4.41547 -3.65881 2.12517
H35 2.90254 -3.92395 3.00952
H36 2.08866 5.86189 0.22624
H37 2.35649 6.18596 -1.49653
H38 3.67412 5.56780 -0.49076
H39 2.36945 2.57920 -2.33713
H40 3.74063 3.69306 -2.34954
H41 2.19882 4.18816 -3.06711
C26 -4.03032 3.62445 0.18277
Si2 -3.67417 2.35943 -1.16478
C27 -2.38237 3.00595 -2.35801
C28 -5.27687 2.03172 -2.06938
Sb1 -2.65268 0.18194 -0.22171
Si3 -3.78310 -1.75394 -1.51197
C29 -5.56916 -1.42128 -1.96293
C30 -3.80566 -3.25618 -0.38626
C31 -2.77918 -1.97929 -3.07579
Si4 -3.61595 0.02180 2.15595
C32 -2.61614 1.23144 3.17677
C33 -5.42970 0.47837 2.04030
C34 -3.45099 -1.69273 2.87785
H42 -4.96618 4.13307 -0.05603
H43 -3.24897 4.38081 0.24085
H44 -4.14283 3.18164 1.17124
H45 -2.60327 4.03753 -2.64347
H46 -2.36553 2.40219 -3.26725
H47 -1.38148 2.97143 -1.92065
H48 -5.71309 2.98820 -2.36724
H49 -6.00357 1.51318 -1.44265
H50 -5.12066 1.44186 -2.97207
H51 -6.15171 -1.06681 -1.11154
H52 -6.00665 -2.36785 -2.29109
H53 -5.67953 -0.70588 -2.77544
H54 -4.70698 -3.22211 0.22906
H55 -2.94369 -3.32833 0.27564
H56 -3.84944 -4.16793 -0.98645
H57 -3.03969 -1.19243 -3.78685
H58 -3.00223 -2.94055 -3.54425
H59 -1.70580 -1.92471 -2.89555
H60 -2.76775 2.26000 2.84734
H61 -1.55097 1.00414 3.08598
H62 -2.88869 1.17249 4.23272
H63 -5.57404 1.48626 1.64776
H64 -5.90765 0.42675 3.02095
H65 -5.95074 -0.21823 1.37999
H66 -2.41333 -2.03046 2.89784
H67 -4.03882 -2.42044 2.31925
H68 -3.82562 -1.67611 3.90424

---

(2)
C34H68O16 | wB97M-V/def2-TZVPD

Results
ΔE to the lowest compared entry with this formula, charge and spin (kJ/mol): 1593.1
Multiplicity: 1
Maximum force (eV/Å): 9.6
LUMO energy (eV): 0.09
HOMO energy (eV): -9.36
SMILES: CCOC(C)=O.CCOC(C)=O.CCOC(C)=O.CCOC(C)=O.CCOC(C)=O.CCOC(C)=O.CCOC(C)=O.CC(C)=O.CC(C)=O

Cartesian coordinates (Å):
O1 28.38300 4.55600 12.53000
C1 28.63700 4.87400 13.68400
O2 29.57800 5.75000 13.97300
C2 30.30300 6.47100 12.96600
C3 31.25300 7.54400 13.57200
C4 28.06500 4.36400 14.92900
H1 29.69500 7.08100 12.56000
H2 30.84900 5.83400 12.29800
H3 30.66700 8.18600 14.15200
H4 31.66900 8.01900 12.87500
H5 32.23500 7.25900 14.17700
H6 28.29400 5.20000 15.66800
H7 28.48000 3.40800 15.31800
H8 26.96100 4.28300 14.75200
O3 28.80900 14.69700 11.25900
C5 28.87800 14.12000 12.37200
O4 30.06400 14.10100 13.07000
C6 31.23700 14.73700 12.60500
C7 32.40800 13.90900 13.29500
C8 27.75400 13.38100 12.98800
H9 31.04200 15.70300 12.98500
H10 31.41600 14.82100 11.40400
H11 32.37200 12.82600 12.95800
H12 32.66200 13.95400 14.43700
H13 33.28500 14.31500 12.96200
H14 28.07600 12.44500 13.14200
H15 26.98400 13.59000 12.32300
H16 27.62600 13.86700 13.95100
O5 30.85500 2.52700 6.52000
C9 30.84600 2.36400 7.70400
O6 30.45000 3.28900 8.65200
C10 30.40400 4.59100 8.27100
C11 30.21200 5.48200 9.44300
C12 30.93700 0.94500 8.27200
H17 29.75800 4.62100 7.18500
H18 31.39600 4.84800 7.88200
H19 31.18400 5.35600 9.89600
H20 29.37200 5.39700 10.08700
H21 30.16700 6.41700 9.20800
H22 31.31300 0.20900 7.60800
H23 29.92600 0.71700 8.31100
H24 31.42500 0.90100 9.24000
O7 30.50600 7.03800 6.29700
C13 30.27600 7.01400 5.09200
O8 29.75200 8.07200 4.52600
C14 29.23600 9.20700 5.19000
C15 28.15400 9.89500 4.41600
C16 30.42900 5.88100 4.20600
H25 30.15600 9.74800 5.54900
H26 28.92900 8.91700 6.24600
H27 27.68600 10.56900 4.83800
H28 27.55100 9.15000 3.88200
H29 28.60900 10.69600 3.75700
H30 29.77400 5.94900 3.28300
H31 30.08100 4.96000 4.73600
H32 31.38200 5.80500 4.13800
O9 29.38000 12.08600 6.64800
C17 29.55300 13.08500 5.93500
O10 30.62200 13.64200 5.39000
C18 31.92800 13.14100 5.73700
C19 32.50400 12.88900 4.32600
C20 28.33800 13.78400 5.47200
H33 32.14100 12.35000 6.35000
H34 32.35100 13.97600 6.25700
H35 32.37000 13.59500 3.63300
H36 32.12800 12.08100 3.73400
H37 33.53100 12.48700 4.52500
H38 28.65500 14.98900 5.28900
H39 27.64900 13.56700 6.24600
H40 28.01000 13.39300 4.57700
O11 33.68300 11.68000 8.48700
C21 33.65600 12.33900 9.49900
O12 33.67300 11.97000 10.77500
C22 33.86400 10.63700 10.92100
C23 34.60600 10.40500 12.32600
C24 33.56900 13.88500 9.33100
H41 34.60400 10.13400 10.30300
H42 32.92800 9.90400 11.09400
H43 34.72500 9.27800 12.78800
H44 33.99900 10.80300 13.09100
H45 35.76800 10.78200 12.41500
H46 32.71200 14.35700 9.59800
H47 33.81600 14.29400 8.34400
H48 34.27900 14.29600 9.96200
O13 27.33500 4.54300 4.52400
C25 27.12200 4.37200 5.72400
O14 26.84500 5.36900 6.62800
C26 26.50800 6.77100 6.13400
C27 25.75300 7.38100 7.35000
C28 27.17700 2.97300 6.43700
H49 25.83700 6.55200 5.28200
H50 27.38900 7.18200 6.05800
H51 24.91400 6.83900 7.56400
H52 25.50200 8.54500 7.09400
H53 26.58100 7.40400 8.29600
H54 27.44300 2.37200 5.49800
H55 26.31700 2.79700 7.07100
H56 27.99800 3.23600 7.25900
C29 24.01300 12.39200 7.75300
C30 25.31100 11.82300 8.20300
O15 25.46800 10.46800 8.47300
C31 26.34700 12.81400 8.80300
H57 23.30100 12.80000 8.50400
H58 23.73500 11.54200 7.28900
H59 24.33200 13.11100 6.88100
H60 26.26600 12.67700 9.83000
H61 26.10600 13.81800 8.69900
H62 27.48000 12.53600 8.55000
C32 30.41900 11.44900 10.06700
C33 29.87000 9.99000 10.07100
O16 30.22800 9.08100 11.04000
C34 28.69200 9.57700 9.06400
H63 29.37500 12.07500 10.08700
H64 30.61700 11.89000 9.21400
H65 31.18700 11.67000 10.86900
H66 28.61000 8.62500 8.80200
H67 29.07100 10.20800 8.16300
H68 27.86000 10.03400 9.66100